The following is a DFT calculation (wB97M-V/def2-TZVPD) of a 2-piece molecular cluster, C5H9N2 overall.

XYZ file:
```
16
Properties=species:S:1:pos:R:3:lowdin_charge:R:1
H 0.61008 -1.83339 -0.15068 0.16
C -1.03224 1.16893 1.77405 -0.26
H -1.00647 0.86350 -2.30501 0.09
H 1.92394 -1.45025 -2.93669 0.14
H 1.94868 -0.63266 -0.21189 0.12
N -0.71795 0.88320 0.70989 0.18
C 1.26283 -1.51196 -2.09297 0.07
H 1.15968 0.69068 -1.75574 0.23
C -0.72685 -0.10434 -1.71851 0.14
N 0.56880 -0.21443 -1.56793 -0.21
H -0.56200 0.80432 3.55787 0.10
H -1.41981 2.38791 3.34613 0.10
H 0.54310 -2.20489 -2.42612 0.12
C -1.37578 1.33306 3.10393 -0.05
C 1.24632 -1.16500 -0.72502 -0.06
H -2.42235 0.98533 3.39869 0.14
```

Kohn-Sham gap, eV: 8.76
Net charge: +1
2S+1: 1

***

The following is a DFT calculation (wB97M-V/def2-TZVPD) of an isolated ion of composition C5H9N2 and charge +1.

XYZ file:
```
16
Properties=species:S:1:pos:R:3:lowdin_charge:R:1
H -1.28846 -1.80982 -0.91327 0.14
N 2.41216 -0.07526 0.06761 0.00
H -1.12140 -1.46104 0.85869 0.10
C -2.36467 0.06394 0.05771 -0.10
C -1.22455 -1.04857 -0.09303 -0.15
H -0.93056 0.69451 1.62299 0.13
H -0.12026 0.45887 -1.32655 0.18
C 3.58793 0.01407 -0.32407 0.17
H -3.14810 -0.15248 0.85815 0.14
H 4.09982 -0.61234 -0.88516 0.06
H -2.74076 0.37485 -0.96382 0.13
C -0.28982 0.10113 -0.24507 -0.13
H 4.28015 0.76377 0.02380 0.11
H -1.26768 1.99634 0.25237 0.12
C -1.21852 0.97267 0.61479 -0.12
N 1.33472 -0.28065 0.39487 0.23
```

Kohn-Sham gap (alpha / beta), eV: 7.36 / 7.89
Net charge: +1
2S+1: 3

***

Computed energy relative to the best compared isomer or geometry (same formula, charge and spin) (kJ/mol) in order:
724.78; 334.93